C3H8O3Tm as an isolated structure in a non-equilibrium geometry. Source: the Open Molecules 2025 dataset; level of theory: the ωB97M-V functional and the def2-TZVPD basis.

The geometry in XYZ format:
```
15
Properties=species:S:1:pos:R:3:lowdin_spin:R:1
O -4.51174 -0.78616 2.24252 -0.01
C -3.17966 -0.47134 1.98810 0.00
C -2.18536 -1.62472 2.14400 0.00
O -1.99638 -2.07248 3.47229 0.00
C -2.97931 -3.03791 3.95365 0.01
H -2.82955 0.35193 2.64676 0.00
H -3.05415 -0.10496 0.94740 0.00
H -1.20025 -1.28318 1.78691 0.00
H -2.49046 -2.47606 1.50528 0.00
H -2.77075 -3.04392 5.03737 0.00
H -2.68385 -4.00084 3.48580 0.00
Tm -5.08590 -2.30308 3.45935 1.99
H -1.07072 -4.55996 4.92385 0.00
O -1.23146 -5.35542 5.47501 0.00
H -1.47985 -6.06510 4.87717 0.00
```

Computed properties:
- Orbital gap (alpha / beta): 6.737 / 6.766 eV
- Total charge: +1
- F_max: 2.92 eV/Å
- Energy above the lowest of the compared OMol25 structures with the same formula, charge and spin: 1.747 eV
- Spin multiplicity: 3
- Expectation value of S²: 2.0027
- Electronic energy: -1429.675412 hartree
- LUMO energy (alpha / beta): -6.137 / -6.113 eV